1.
Entry from the OMol25 dataset: 2 unconnected molecules or ions with the total composition C6H13NO (ωB97M-V with the def2-TZVPD basis set).

The geometry in XYZ format:
```
21
Properties=species:S:1:pos:R:3:forces:R:3:mulliken_charge:R:1
H -1.773898 1.194670 1.712188 0.1 0.2 -0.3 0.276
N -1.215217 1.721804 1.030396 0.4 -0.6 -1.8 -0.685
C -1.243780 1.131062 -0.124743 -0.3 0.4 1.8 0.669
C -2.049715 -0.125801 -0.319887 0.0 -0.1 -0.5 -1.281
C -0.474087 1.741044 -1.289460 0.3 0.5 0.4 -0.433
O -0.298830 0.878057 -2.393005 0.1 -0.3 -0.4 -0.524
H -1.635493 -0.918129 0.309831 -0.1 0.0 -0.1 0.268
H -3.084629 0.058904 -0.018745 0.1 -0.1 0.0 0.404
H -2.043160 -0.459287 -1.358649 0.0 0.0 0.1 0.337
H -1.009840 2.636138 -1.619754 0.0 0.1 0.2 0.388
H 0.514745 2.040004 -0.925383 -0.2 0.2 0.2 0.293
H 0.246273 1.359011 -3.039439 -0.4 -0.4 0.3 0.296
C 1.747641 -1.005437 2.240430 -0.1 0.5 -0.6 -0.894
C 1.594278 -0.701558 0.947440 0.1 0.0 1.0 0.215
C 1.414444 -1.720082 -0.128789 -0.1 0.1 -0.5 -1.027
H 1.862249 -0.219448 2.981592 0.0 -0.2 -0.1 0.276
H 1.765940 -2.033778 2.586987 0.0 0.0 0.0 0.276
H 1.585138 0.345229 0.651807 0.0 -0.1 0.1 0.275
H 2.328619 -2.304414 -0.266642 -0.1 -0.1 0.0 0.372
H 0.582870 -2.393357 0.101466 0.2 0.0 0.0 0.277
H 1.186453 -1.224634 -1.077640 0.0 -0.2 0.1 0.220
```
Forces are in eV/Å.

Output
M = 115.18 g/mol
SMILES = [H]/N=C(\C)CO.C=CC
Electronic energy = -9968.877 eV
Energy above the lowest of the compared OMol25 structures with the same formula, charge and spin = 221.6 kJ/mol
HOMO energy = -0.3467 Ha

=====

2.
Entry from the OMol25 dataset: 7 unconnected molecules or ions with the total composition C12H36BF4O6S6 (ωB97M-V with the def2-TZVPD basis set).

The geometry in XYZ format:
```
65
Properties=species:S:1:pos:R:3:forces:R:3:mulliken_charge:R:1
B -0.163494 0.257553 -0.301625 1.0 2.1 2.2 0.253
F 0.706246 1.202033 0.387725 -0.6 1.0 0.2 -0.383
F -1.055024 -0.209767 0.629505 -1.3 -0.4 0.4 -0.145
F -0.749004 0.853443 -1.374725 -0.8 0.5 -1.1 -0.209
F 0.718016 -0.674777 -0.618155 1.7 -3.3 -1.7 -0.337
C 1.329786 -3.862117 -0.374465 0.5 -0.3 0.0 -0.698
S 0.052866 -5.016437 0.229245 -1.6 1.0 2.0 0.307
O -0.031494 -5.004397 1.766415 0.9 -0.2 -2.2 -0.528
C -1.437524 -3.922107 -0.153635 1.2 0.0 0.1 -0.585
H 2.216586 -4.440197 -0.634285 -0.1 -0.3 -0.1 0.449
H 1.694536 -3.154067 0.369665 -0.7 0.1 0.1 0.089
H 0.978326 -3.355107 -1.273075 -0.1 0.1 0.2 0.272
H -1.087944 -2.910487 0.052565 0.0 0.1 -0.2 -0.154
H -2.196334 -4.139337 0.598115 0.1 -0.5 -0.2 0.367
H -1.770234 -4.023347 -1.186675 0.0 0.0 0.1 0.464
C 3.008856 0.808373 2.564195 1.1 0.6 -1.2 -0.588
S 3.900676 1.245623 4.090145 0.2 -1.7 1.4 0.476
O 4.984686 0.189533 4.318545 -0.8 1.4 -0.6 -0.652
C 4.708226 2.874113 3.756895 -0.9 -0.8 -0.5 -0.854
H 3.631386 1.016773 1.694065 0.1 1.2 -0.1 -0.019
H 2.054526 1.330353 2.494275 0.1 -0.2 0.0 0.387
H 2.960786 -0.241797 2.276215 -0.6 -0.5 1.5 0.321
H 4.008276 3.672703 4.002715 -0.3 -0.2 -0.2 0.321
H 4.918766 2.868343 2.687445 0.7 0.4 0.2 0.249
H 5.519156 2.957133 4.480505 0.3 -0.3 -0.5 0.326
C -2.283614 4.770653 -4.822395 0.8 -0.2 1.9 -0.608
S -3.335704 4.284773 -3.361635 -0.7 0.2 -1.5 0.450
O -4.674294 4.217843 -4.037875 0.0 -0.5 0.9 -0.636
C -2.663384 2.592393 -3.011575 0.6 -0.8 -2.0 -1.145
H -1.387104 4.272903 -4.452765 0.6 0.0 -1.1 0.058
H -2.082264 5.841793 -4.807555 -0.3 0.0 0.2 0.326
H -2.662864 4.502363 -5.808435 -0.1 -0.6 0.5 0.274
H -3.340614 1.766603 -2.793525 -0.7 0.8 1.1 0.378
H -1.718524 2.541403 -2.470525 -0.5 0.5 0.7 0.468
H -2.346244 2.128933 -3.945775 0.2 0.5 -0.8 0.450
C 2.354016 3.228083 -3.314805 1.1 -1.0 -0.5 -0.771
S 3.988566 2.458413 -2.618815 -1.0 1.6 2.2 0.413
O 4.851406 3.582123 -2.044725 -1.0 -1.3 -0.9 -0.633
C 3.160656 1.563513 -1.175215 0.0 0.5 -1.3 -0.782
H 2.591726 3.144053 -4.375245 -0.1 0.6 -0.1 0.410
H 2.120046 4.251853 -3.022815 0.5 -0.2 0.3 0.318
H 1.486366 2.580453 -3.188875 0.2 -0.1 0.5 0.119
H 3.880096 0.974823 -0.606035 0.0 0.0 -0.3 0.354
H 2.427486 0.952033 -1.701195 0.2 -0.5 0.2 0.204
H 2.557506 2.187803 -0.515995 0.4 0.4 -0.2 0.315
C -3.948274 -0.283397 -0.360385 -0.3 0.5 1.1 -0.743
S -5.605864 -1.074357 -0.222735 1.4 -0.9 -3.3 0.413
O -6.341024 -0.686357 -1.488175 -0.1 0.1 1.3 -0.626
C -4.962064 -2.777007 -0.857525 -0.5 0.1 0.1 -0.781
H -3.945564 0.801883 -0.259105 -0.9 0.2 0.3 0.447
H -3.381644 -0.377617 -1.286745 -0.2 -1.1 0.1 0.209
H -3.466764 -0.604837 0.563155 0.6 -0.3 -0.4 0.247
H -4.629694 -2.553017 -1.871165 0.3 0.3 0.2 0.295
H -5.800674 -3.455187 -1.015365 -0.5 0.4 0.3 0.399
H -4.242334 -3.397067 -0.323105 0.3 0.7 0.4 0.147
C 1.474186 -2.873017 4.685235 -0.1 0.1 1.8 -0.936
S -0.368594 -2.554077 4.585315 0.9 -2.9 -1.5 0.422
O -0.953934 -3.970757 4.488065 0.4 2.0 0.7 -0.617
C -0.336284 -1.948277 2.870915 0.4 0.1 -0.1 -0.346
H 1.713166 -3.053817 5.733235 -0.6 0.0 0.6 0.385
H 2.146856 -2.027627 4.540545 -0.3 0.1 -1.0 0.263
H 1.776676 -3.843797 4.292595 -0.4 0.4 -1.1 0.326
H 0.376276 -2.462057 2.225625 0.2 -0.3 0.5 -0.223
H -0.034554 -0.901747 2.913665 -0.4 0.1 -0.2 0.446
H -1.293774 -2.122737 2.380125 -0.2 0.4 0.5 0.181
```
Forces are in eV/Å.

Output
M = 555.62 g/mol
Charge = -1
Electronic energy = -101871.499 eV
Energy above the lowest of the compared OMol25 structures with the same formula, charge and spin = 148.9 kJ/mol
HOMO energy = -0.2364 Ha

=====

3.
Entry from the OMol25 dataset: a molecular structure, H9Na2O5 (ωB97M-V with the def2-TZVPD basis set).

The geometry in XYZ format:
```
16
Properties=species:S:1:pos:R:3:forces:R:3:mulliken_charge:R:1
Na 0.481839 1.253143 1.505853 2.2 4.7 5.0 0.967
Na 0.338087 -1.351823 1.264277 0.6 -5.8 3.2 1.000
O 0.105504 0.050657 0.194749 -2.5 1.3 1.9 -1.376
H -0.789714 0.358262 0.436591 1.4 1.6 0.8 0.368
O 0.017836 2.101498 -0.374830 -0.6 4.1 -0.7 -0.737
H -0.493452 2.240020 -1.172091 0.1 0.6 -0.3 0.270
H -0.239982 1.230605 -0.072672 0.5 2.2 -3.0 0.173
O 2.411956 0.203001 0.432610 1.3 0.3 1.2 -0.645
H 1.516357 0.420548 0.174128 0.9 0.0 -1.5 0.524
H 2.374901 -0.723592 0.669839 0.9 -0.3 -0.4 0.281
O 0.216179 -1.168495 -1.557864 0.3 -2.9 -3.2 -0.705
H 0.225483 -0.700700 -0.722809 0.1 -0.5 -1.9 0.474
H -0.696035 -1.128648 -1.845107 -0.1 -0.2 -0.6 0.257
O -1.901312 -0.884932 0.735979 -1.8 -1.1 1.1 -0.734
H -2.315963 -1.485896 0.117001 -0.7 -0.3 -0.1 0.332
H -1.251684 -0.413650 0.214346 -2.6 -3.8 -1.7 0.550
```
Forces are in eV/Å.

Output
M = 135.05 g/mol
Charge = +1
Electronic energy = -19203.834 eV
Energy above the lowest of the compared OMol25 structures with the same formula, charge and spin = 815.5 kJ/mol
HOMO energy = -0.5350 Ha

=====

4.
Entry from the OMol25 dataset: a molecular structure, C7H16O2 (ωB97M-V with the def2-TZVPD basis set).

The geometry in XYZ format:
```
25
Properties=species:S:1:pos:R:3:forces:R:3:mulliken_charge:R:1
C 2.352775 0.597713 0.052475 1.3 0.4 0.2 -0.215
C 1.634284 -0.596354 0.355311 -1.4 0.3 -0.8 -0.468
C 2.904463 0.900605 -1.294797 0.0 0.0 0.0 -1.072
O 0.319398 0.023222 -0.166853 -0.8 -2.3 -0.9 -0.307
H 2.379360 1.378633 0.801379 0.0 0.0 0.0 0.369
H 1.533636 -0.869547 1.405683 -0.2 0.1 -0.1 0.284
H 1.884546 -1.478995 -0.240926 0.0 0.1 0.0 0.320
H 3.957497 1.199993 -1.225806 -0.1 0.0 0.0 0.383
H 2.376296 1.730666 -1.778005 0.0 -0.1 0.0 0.205
H 2.844730 0.032186 -1.954215 0.0 0.0 0.0 0.284
C -1.763261 0.033901 0.504110 -1.5 0.3 0.9 0.025
C -0.634161 -1.067475 -1.282330 2.3 0.3 0.5 -0.239
C -1.918519 1.506640 0.289582 0.0 -0.1 0.0 -1.268
C -1.450708 -0.453771 1.885359 0.0 0.0 -0.1 -1.265
O -0.913664 -2.337556 -0.839394 0.0 0.7 0.2 -0.500
H -1.718515 -2.328906 -0.307058 0.0 0.1 0.0 0.345
H -2.592081 -0.521875 0.050463 0.1 -0.1 -0.1 0.561
H 0.249865 -1.145300 -1.905376 -0.1 -0.1 -0.3 0.362
H -1.434162 -0.530876 -1.789186 0.1 0.2 0.5 0.328
H -1.133659 -1.501113 1.878326 0.0 0.0 0.0 0.292
H -2.854923 1.878105 0.730964 0.1 0.0 0.0 0.377
H -1.085643 2.048208 0.735474 0.0 0.0 0.0 0.250
H -1.956341 1.750772 -0.775692 0.0 0.0 0.0 0.310
H -0.651251 0.140462 2.327546 0.0 0.0 0.0 0.237
H -2.329962 -0.389337 2.542967 0.1 0.0 0.0 0.400
```
Forces are in eV/Å.

Output
M = 132.20 g/mol
Electronic energy = -11606.834 eV
Energy above the lowest of the compared OMol25 structures with the same formula, charge and spin = 715.6 kJ/mol
HOMO energy (spin up / spin down) = -0.2543 / -0.2452 Ha

=====

> Number 1 is which compound?

C6H13NO

=====

> Which value of M does entry 1 give?

115.18 g/mol

=====

Copy entry 3 word for word.
Entry from the OMol25 dataset: a molecular structure, H9Na2O5 (ωB97M-V with the def2-TZVPD basis set).

The geometry in XYZ format:
```
16
Properties=species:S:1:pos:R:3:forces:R:3:mulliken_charge:R:1
Na 0.481839 1.253143 1.505853 2.2 4.7 5.0 0.967
Na 0.338087 -1.351823 1.264277 0.6 -5.8 3.2 1.000
O 0.105504 0.050657 0.194749 -2.5 1.3 1.9 -1.376
H -0.789714 0.358262 0.436591 1.4 1.6 0.8 0.368
O 0.017836 2.101498 -0.374830 -0.6 4.1 -0.7 -0.737
H -0.493452 2.240020 -1.172091 0.1 0.6 -0.3 0.270
H -0.239982 1.230605 -0.072672 0.5 2.2 -3.0 0.173
O 2.411956 0.203001 0.432610 1.3 0.3 1.2 -0.645
H 1.516357 0.420548 0.174128 0.9 0.0 -1.5 0.524
H 2.374901 -0.723592 0.669839 0.9 -0.3 -0.4 0.281
O 0.216179 -1.168495 -1.557864 0.3 -2.9 -3.2 -0.705
H 0.225483 -0.700700 -0.722809 0.1 -0.5 -1.9 0.474
H -0.696035 -1.128648 -1.845107 -0.1 -0.2 -0.6 0.257
O -1.901312 -0.884932 0.735979 -1.8 -1.1 1.1 -0.734
H -2.315963 -1.485896 0.117001 -0.7 -0.3 -0.1 0.332
H -1.251684 -0.413650 0.214346 -2.6 -3.8 -1.7 0.550
```
Forces are in eV/Å.

Output
M = 135.05 g/mol
Charge = +1
Electronic energy = -19203.834 eV
Energy above the lowest of the compared OMol25 structures with the same formula, charge and spin = 815.5 kJ/mol
HOMO energy = -0.5350 Ha

=====

> Which of these has the highest energy above the lowest of the compared OMol25 structures with the same formula, charge and spin?

H9Na2O5